(a)
The following is a DFT calculation (the ωB97M-V functional and the def2-TZVPD basis) of an isolated molecule of C4H9NO2S.

Properties
* SMILES string: O=CN[C@H](CO)CS
* HOMO-LUMO gap: 9.64 eV
* HOMO energy: -0.3316 hartree

Last column: natural (NBO) charge in e.
Element x y z (Å)
O (-0.265, 2.561, -1.298)  -0.60
C (-0.352, 1.542, -1.925)  0.53
N (0.048, 0.399, -1.333)  -0.62
C (-0.044, 0.251, 0.080)  -0.14
C (1.156, -0.584, 0.348)  -0.07
O (1.704, -0.020, 1.582)  -0.76
C (-1.281, -0.678, 0.370)  -0.51
S (-1.284, -1.588, 2.031)  -0.10
H (-0.744, 1.389, -2.922)  0.11
H (-0.019, -0.395, -1.946)  0.39
H (0.034, 1.129, 0.778)  0.28
H (1.920, -0.359, -0.645)  0.18
H (1.063, -1.742, 0.603)  0.22
H (2.068, 0.814, 1.530)  0.47
H (-2.267, -0.024, 0.577)  0.23
H (-1.707, -1.350, -0.376)  0.23
H (-0.029, -1.347, 2.549)  0.16

---

(b)
The following is a DFT calculation (the ωB97M-V functional and the def2-TZVPD basis) of an isolated molecule of C4H9NO2S.

Properties
* SMILES string: CN[S@@](C)(=O)=C1CO1
* HOMO-LUMO gap: 8.24 eV
* HOMO energy: -0.2903 hartree

Last column: natural (NBO) charge in e.
Element x y z (Å)
C (1.451, -0.814, -1.276)  -0.44
N (1.056, 0.313, -0.469)  -0.86
S (-0.487, 0.813, -0.229)  1.83
C (-0.317, 1.289, 1.559)  -0.81
O (-0.973, 2.002, -0.930)  -0.91
C (-1.339, -0.826, -0.216)  -0.31
C (-2.733, -0.750, -0.735)  -0.17
O (-2.536, -0.669, 0.649)  -0.54
H (1.708, -0.421, -2.349)  0.18
H (2.459, -1.100, -0.804)  0.21
H (0.557, -1.584, -1.291)  0.28
H (1.821, 1.019, -0.204)  0.41
H (-1.196, 1.024, 1.998)  0.25
H (0.588, 0.856, 2.188)  0.25
H (-0.219, 2.458, 1.461)  0.25
H (-3.188, 0.249, -1.003)  0.19
H (-3.313, -1.698, -0.943)  0.19

---

(c)
The following is a DFT calculation (the ωB97M-V functional and the def2-TZVPD basis) of a cluster of 2 separate species, C4H9NO2S in total.

Properties
* SMILES string: CC(C)C=S.O=NO
* HOMO-LUMO gap: 8.55 eV
* HOMO energy: -0.3307 hartree

Last column: natural (NBO) charge in e.
Element x y z (Å)
C (-0.574, -1.781, -0.070)  -0.62
C (0.721, -1.102, 0.131)  -0.35
C (1.197, -0.577, -1.245)  -0.58
C (0.580, 0.120, 1.004)  -0.19
S (1.747, 0.653, 2.011)  0.03
H (-1.483, -1.149, 0.164)  0.21
H (-0.792, -2.648, 0.522)  0.23
H (-0.949, -2.101, -1.115)  0.22
H (1.423, -1.738, 0.557)  0.23
H (2.266, -0.062, -1.281)  0.22
H (1.412, -1.394, -1.927)  0.22
H (0.461, 0.064, -1.592)  0.20
H (-0.350, 0.536, 1.053)  0.17
O (-2.972, 2.610, 0.142)  -0.25
N (-1.822, 2.294, 0.230)  0.34
O (-0.901, 3.287, 0.704)  -0.58
H (0.034, 2.986, 0.713)  0.50

---

(d)
The following is a DFT calculation (the ωB97M-V functional and the def2-TZVPD basis) of a cluster of 2 separate species, C4H9NO2S in total.

Properties
* HOMO-LUMO gap: 9.09 eV
* HOMO energy: -0.3150 hartree

Last column: natural (NBO) charge in e.
Element x y z (Å)
C (2.897, -0.523, 0.020)  0.83
C (0.413, 2.045, 0.381)  -0.64
C (-2.244, -0.874, -0.714)  -0.75
C (-0.424, 1.011, -0.299)  -0.58
N (2.008, -1.225, -0.333)  -0.79
O (3.849, 0.116, 0.209)  -0.55
O (-0.410, -1.746, 0.856)  -1.01
S (-1.253, -0.085, 0.583)  0.97
H (0.358, 2.984, -0.171)  0.22
H (1.466, 1.754, 0.422)  0.22
H (0.062, 2.212, 1.397)  0.21
H (-2.815, -0.103, -1.219)  0.23
H (-2.904, -1.596, -0.238)  0.24
H (-1.575, -1.387, -1.397)  0.24
H (-0.245, 0.842, -1.348)  0.22
H (-0.297, -1.898, 1.792)  0.48
H (1.117, -1.526, 0.058)  0.45

---

Which structure wins on stability? (d) wins.

---

(a)
The following is a DFT calculation (the ωB97M-V functional and the def2-TZVPD basis) of a cluster of 2 separate species, C4H9NO2S in total.

Properties
* HOMO-LUMO gap (spin up / spin down): 8.19 / 7.46 eV
* HOMO energy (spin up / spin down): -0.3068 / -0.2682 hartree

Last column: natural (NBO) charge in e.
Element x y z (Å)
C (0.514, 0.242, -0.096)  0.17
C (0.402, -2.441, 0.062)  -0.59
C (2.368, 1.919, -0.189)  -0.44
C (-2.251, -0.668, 0.244)  -0.87
N (1.461, 0.917, -0.105)  -0.41
O (-1.318, 1.830, 1.118)  -0.92
O (-1.703, 1.384, -1.274)  -0.93
S (-1.320, 0.890, 0.015)  2.02
H (-0.362, -2.673, -0.675)  0.18
H (0.118, -2.744, 1.034)  0.17
H (1.395, -2.310, -0.156)  0.18
H (1.906, 2.932, 0.007)  0.22
H (2.623, 2.037, -1.251)  0.24
H (3.231, 1.743, 0.576)  0.23
H (-1.359, -1.367, 0.436)  0.27
H (-2.913, -0.738, 0.993)  0.24
H (-2.789, -0.952, -0.737)  0.26

---

(b)
The following is a DFT calculation (the ωB97M-V functional and the def2-TZVPD basis) of an isolated molecule of C4H9NO2S.

Properties
* SMILES string: O=CN[C@H](CO)CS
* HOMO-LUMO gap: 9.77 eV
* HOMO energy: -0.3344 hartree

Last column: natural (NBO) charge in e.
Element x y z (Å)
O (0.454, 2.771, -0.876)  -0.60
C (0.195, 1.908, -1.681)  0.53
N (0.100, 0.585, -1.367)  -0.62
C (-0.061, 0.179, 0.056)  -0.10
C (1.130, -0.737, 0.402)  -0.07
O (1.324, -0.877, 1.828)  -0.73
C (-1.385, -0.577, 0.174)  -0.53
S (-1.869, -1.052, 1.842)  -0.02
H (0.028, 2.113, -2.751)  0.12
H (-0.239, -0.117, -2.005)  0.39
H (0.016, 1.082, 0.641)  0.24
H (2.094, -0.428, -0.011)  0.18
H (0.939, -1.738, 0.030)  0.17
H (1.732, -0.061, 2.147)  0.47
H (-2.179, 0.145, -0.045)  0.23
H (-1.419, -1.333, -0.561)  0.20
H (-0.860, -1.863, 2.175)  0.14

---

Which structure wins on stability? (b) wins.

---

(a)
The following is a DFT calculation (the ωB97M-V functional and the def2-TZVPD basis) of an isolated molecule of C4N2.

Properties
* SMILES string: N#CC#CC#N
* HOMO-LUMO gap: 10.32 eV
* HOMO energy: -0.4249 hartree

Last column: natural (NBO) charge in e.
Element x y z (Å)
N (0.235, -1.272, 2.889)  -0.20
C (0.107, -0.694, 1.878)  0.21
C (-0.114, -0.171, 0.580)  -0.01
C (-0.025, 0.425, -0.458)  0.00
C (-0.046, 0.806, -1.835)  0.20
N (-0.157, 0.906, -3.054)  -0.20

---

(b)
The following is a DFT calculation (the ωB97M-V functional and the def2-TZVPD basis) of an isolated molecule of C4N2.

Properties
* SMILES string: N#CC#CC#N
* HOMO-LUMO gap: 9.00 eV
* HOMO energy: -0.4042 hartree

Last column: natural (NBO) charge in e.
Element x y z (Å)
N (-1.424, -2.867, 0.022)  -0.17
C (-1.112, -1.671, 0.238)  0.17
C (-0.554, -0.427, 0.008)  0.01
C (0.270, 0.562, -0.026)  -0.01
C (0.995, 1.727, -0.156)  0.18
N (1.825, 2.677, -0.086)  -0.18

---

Which structure wins on stability? (a) wins.

---

(a)
The following is a DFT calculation (the ωB97M-V functional and the def2-TZVPD basis) of a structure of composition C4H32O13.

Properties
* HOMO-LUMO gap: 9.17 eV
* HOMO energy: -0.3357 hartree

Last column: natural (NBO) charge in e.
Element x y z (Å)
C (1.969, -2.433, 0.013)  -0.43
C (0.777, -2.678, 0.911)  -0.43
C (0.951, -1.977, 2.295)  -0.06
O (-0.076, -1.032, 2.527)  -0.80
C (2.110, -0.974, -0.420)  -0.08
O (2.926, -0.702, -1.535)  -0.73
H (2.134, -3.157, -0.795)  0.20
H (2.847, -2.672, 0.631)  0.20
H (0.629, -3.747, 1.055)  0.21
H (-0.166, -2.267, 0.556)  0.20
H (1.920, -1.478, 2.286)  0.14
H (0.858, -2.722, 3.071)  0.17
H (0.269, -0.150, 2.722)  0.46
H (2.581, -0.477, 0.426)  0.16
H (1.128, -0.511, -0.485)  0.17
H (2.966, -1.460, -2.111)  0.47
H (3.916, 1.919, -3.386)  0.49
H (3.504, 3.258, -2.675)  0.48
O (3.430, 2.301, -2.640)  -0.96
H (-3.365, -0.683, 0.136)  0.50
H (-3.842, -2.096, 0.090)  0.48
O (-3.429, -1.437, -0.473)  -0.98
H (-3.960, 0.080, 2.693)  0.47
H (-2.577, -0.487, 3.069)  0.49
O (-3.488, -0.734, 2.871)  -0.96
H (2.653, 2.268, 0.139)  0.47
H (4.029, 2.969, -0.026)  0.48
O (3.370, 2.695, 0.621)  -0.95
H (-0.858, -1.580, -1.606)  0.50
H (-1.427, -0.480, -0.727)  0.48
O (-0.899, -0.617, -1.520)  -0.99
H (1.296, 1.534, -2.464)  0.51
H (-0.212, 1.012, -2.341)  0.52
O (0.367, 1.795, -2.323)  -0.99
H (-2.231, -2.799, -1.060)  0.49
H (-2.823, -3.337, -2.365)  0.48
O (-2.015, -3.325, -1.837)  -0.97
H (0.002, 1.234, 1.719)  0.52
H (0.988, 1.568, 2.893)  0.50
O (0.216, 1.043, 2.645)  -0.89
H (-3.408, 3.455, -0.427)  0.47
H (-2.052, 3.390, -1.173)  0.47
O (-2.864, 3.907, -1.078)  -0.94
H (0.278, 2.092, -0.660)  0.52
H (-0.123, 3.350, 0.230)  0.50
O (-0.209, 2.393, 0.158)  -1.03
H (-3.334, 1.154, -0.342)  0.48
H (-1.942, 1.475, 0.249)  0.50
O (-2.814, 1.120, 0.466)  -0.98

---

(b)
The following is a DFT calculation (the ωB97M-V functional and the def2-TZVPD basis) of a cluster of 12 separate species, C4H32O13 in total.

Properties
* SMILES string: OCCCCO.O.O.O.O.O.O.O.O.O.O.O
* HOMO-LUMO gap: 10.74 eV
* HOMO energy: -0.3874 hartree

Last column: natural (NBO) charge in e.
Element x y z (Å)
O (0.544, 1.889, 2.436)  -0.78
C (0.915, 2.843, 1.407)  -0.07
C (1.564, 2.064, 0.344)  -0.45
C (0.718, 0.936, -0.236)  -0.44
C (1.531, 0.511, -1.496)  -0.05
O (0.825, -0.423, -2.263)  -0.77
H (-0.131, 2.359, 2.944)  0.48
H (0.007, 3.455, 1.171)  0.19
H (1.447, 3.717, 1.956)  0.17
H (1.834, 2.879, -0.431)  0.22
H (2.603, 1.727, 0.497)  0.22
H (-0.251, 1.314, -0.612)  0.21
H (0.445, 0.067, 0.335)  0.23
H (2.429, -0.032, -1.207)  0.16
H (1.767, 1.347, -2.212)  0.19
H (0.774, -1.302, -1.787)  0.50
O (-1.661, 0.270, -2.902)  -1.01
H (-0.858, -0.287, -2.684)  0.53
H (-1.913, 0.183, -3.814)  0.49
O (1.805, -1.734, 1.889)  -1.01
H (2.290, -1.174, 2.488)  0.50
H (0.900, -1.735, 2.276)  0.51
O (2.863, 0.052, 3.637)  -0.94
H (2.179, -0.415, 4.189)  0.47
H (2.362, 0.834, 3.392)  0.49
O (-2.579, 2.924, -3.005)  -0.98
H (-2.129, 3.137, -3.847)  0.47
H (-2.133, 2.123, -2.641)  0.50
O (1.593, -2.552, -0.576)  -1.02
H (2.448, -2.393, -1.007)  0.50
H (1.657, -2.085, 0.327)  0.53
O (-0.738, -3.744, -1.046)  -0.98
H (-0.642, -4.623, -0.706)  0.49
H (0.010, -3.214, -0.815)  0.49
O (2.493, -4.496, 0.932)  -0.97
H (2.172, -3.870, 0.272)  0.47
H (2.040, -4.281, 1.758)  0.47
O (-3.060, 3.054, -0.187)  -0.97
H (-3.562, 2.328, -0.580)  0.49
H (-3.003, 3.782, -0.779)  0.48
O (-2.172, -1.696, 0.297)  -1.00
H (-2.597, -0.917, -0.104)  0.50
H (-1.823, -2.300, -0.327)  0.50
O (-3.467, 0.386, -0.833)  -0.98
H (-2.872, 0.461, -1.622)  0.51
H (-4.371, 0.353, -1.225)  0.49
O (-0.708, -0.837, 2.400)  -1.01
H (-0.377, 0.066, 2.465)  0.48
H (-1.169, -0.952, 1.530)  0.51

---

Which structure wins on stability? (b) wins.

---

(a)
The following is a DFT calculation (the ωB97M-V functional and the def2-TZVPD basis) of a cluster of 2 separate species, C10H22Si2 in total.

Properties
* HOMO-LUMO gap (spin up / spin down): 7.88 / 6.82 eV
* HOMO energy (spin up / spin down): -0.3103 / -0.2560 hartree

Last column: natural (NBO) charge in e.
Element x y z (Å)
C (-3.384, -0.840, -0.145)  -0.40
C (-1.273, 1.058, -2.015)  -0.38
C (-2.340, -1.583, 0.118)  -0.24
C (-0.974, 1.221, -0.727)  -0.47
C (-1.151, 2.537, -0.058)  -0.65
C (-0.439, 2.015, 3.621)  -0.48
C (1.678, -2.737, -1.055)  -1.06
C (2.418, 0.310, -2.219)  -1.12
C (3.261, -0.802, 0.598)  -1.11
C (-1.436, -1.225, 1.227)  -0.79
Si (0.060, 0.067, 0.365)  0.81
Si (1.980, -0.822, -0.806)  1.19
H (-4.102, -1.077, -0.985)  0.19
H (-3.744, 0.020, 0.367)  0.19
H (-1.130, 0.098, -2.518)  0.19
H (-1.903, 1.788, -2.671)  0.19
H (-2.143, -2.399, -0.662)  0.21
H (-0.304, 3.175, 0.038)  0.22
H (-1.370, 2.354, 0.939)  0.21
H (-1.925, 3.201, -0.531)  0.21
H (-0.572, 2.924, 3.136)  0.15
H (-1.334, 1.626, 3.953)  0.15
H (0.333, 1.971, 4.459)  0.17
H (0.588, -2.953, -1.194)  0.23
H (2.052, -3.029, -1.991)  0.23
H (2.068, -3.400, -0.352)  0.24
H (3.431, 0.095, -2.572)  0.25
H (1.847, 0.132, -3.170)  0.25
H (2.224, 1.331, -2.015)  0.25
H (4.353, -0.902, 0.591)  0.24
H (3.118, 0.130, 1.125)  0.23
H (2.920, -1.504, 1.288)  0.23
H (-0.861, -2.087, 1.782)  0.23
H (-1.945, -0.690, 2.080)  0.24

---

(b)
The following is a DFT calculation (the ωB97M-V functional and the def2-TZVPD basis) of an isolated molecule of C10H22Si2.

Properties
* SMILES string: C=C(C(=C)[Si](C)(C)C)[Si](C)(C)C
* HOMO-LUMO gap: 10.21 eV
* HOMO energy: -0.3437 hartree

Last column: natural (NBO) charge in e.
Element x y z (Å)
C (0.624, -1.527, -1.794)  -0.37
C (0.699, -0.796, -0.697)  -0.43
C (-0.666, -1.074, 0.257)  -0.40
C (-0.688, -1.942, 1.271)  -0.42
Si (-2.174, 0.079, -0.037)  1.57
C (-3.777, -0.875, 0.121)  -1.08
C (-2.001, 0.834, -1.823)  -1.07
C (-2.329, 1.582, 1.082)  -1.09
Si (2.118, 0.110, 0.213)  1.56
C (3.213, 0.791, -1.296)  -1.05
C (3.272, -0.983, 1.362)  -1.05
C (1.657, 1.632, 1.210)  -1.09
H (1.355, -1.406, -2.565)  0.20
H (-0.323, -1.950, -2.020)  0.20
H (-1.618, -2.276, 1.667)  0.20
H (0.101, -2.676, 1.327)  0.19
H (-4.434, -0.439, -0.485)  0.23
H (-3.590, -1.862, -0.336)  0.23
H (-4.176, -1.089, 1.028)  0.23
H (-2.351, 1.792, -1.805)  0.22
H (-1.021, 0.839, -2.164)  0.23
H (-2.705, 0.403, -2.551)  0.23
H (-2.643, 1.409, 2.016)  0.23
H (-1.295, 2.055, 1.338)  0.23
H (-2.949, 2.320, 0.613)  0.23
H (2.737, 1.575, -1.768)  0.22
H (4.199, 1.027, -0.976)  0.22
H (3.276, 0.155, -2.107)  0.22
H (4.210, -0.580, 1.242)  0.23
H (2.977, -0.892, 2.391)  0.23
H (3.303, -2.033, 0.981)  0.24
H (2.622, 2.091, 1.381)  0.24
H (1.124, 2.335, 0.733)  0.23
H (1.255, 1.373, 2.192)  0.24

---

Which structure wins on stability? (b) wins.

---

(a)
The following is a DFT calculation (the ωB97M-V functional and the def2-TZVPD basis) of a cluster of 2 separate species, C5H7N4O in total.

Properties
* HOMO-LUMO gap (spin up / spin down): 7.34 / 7.34 eV
* HOMO energy (spin up / spin down): -0.5121 / -0.5121 hartree
* total charge: +1

Last column: natural (NBO) charge in e.
Element x y z (Å)
C (0.916, -1.470, -0.851)  -0.12
C (0.249, -0.385, -0.272)  0.07
C (1.074, 0.671, 0.058)  0.10
C (-1.785, -0.579, 0.014)  0.36
C (0.749, 2.000, 0.601)  -0.62
N (2.178, -1.095, -0.815)  -0.19
N (-2.149, 0.328, -0.718)  0.30
N (2.260, 0.175, -0.403)  -0.30
N (-2.243, -1.638, 0.602)  -0.80
O (-2.184, 1.321, -1.264)  -0.10
H (0.551, -2.510, -1.189)  0.26
H (0.832, 2.727, -0.105)  0.25
H (-0.427, 1.888, 0.734)  0.21
H (1.223, 2.270, 1.526)  0.26
H (3.234, 0.378, -0.176)  0.44
H (-1.714, -2.455, 0.776)  0.43
H (-2.764, -1.626, 1.482)  0.44

---

(b)
The following is a DFT calculation (the ωB97M-V functional and the def2-TZVPD basis) of the ion C5H7N4O with charge +1.

Properties
* SMILES string: Cn1c(O)c[nH]/c1=[NH+]\C#N
* HOMO-LUMO gap: 10.31 eV
* HOMO energy: -0.5008 hartree
* total charge: +1

Last column: natural (NBO) charge in e.
Element x y z (Å)
C (-0.905, -1.683, 0.008)  -0.43
N (-0.524, -0.288, -0.056)  -0.33
C (-1.467, 0.726, -0.003)  0.44
O (-2.761, 0.358, 0.141)  -0.64
C (-0.750, 1.876, 0.003)  -0.13
N (0.658, 1.523, -0.085)  -0.49
C (0.713, 0.161, -0.066)  0.62
N (1.845, -0.731, 0.077)  -0.61
C (3.076, -0.328, 0.173)  0.36
N (4.161, -0.001, 0.168)  -0.23
H (-0.069, -2.140, 0.680)  0.22
H (-1.922, -1.862, 0.269)  0.28
H (-0.853, -2.139, -1.085)  0.24
H (-3.381, 1.008, -0.308)  0.53
H (-0.930, 2.991, 0.023)  0.27
H (1.423, 2.209, -0.021)  0.47
H (1.686, -1.682, 0.083)  0.44

---

Which structure wins on stability? (b) wins.